# C13H39O7

A 7-piece molecular cluster, C13H39O7 overall at a distorted geometry (the ωB97M-V functional and the def2-TZVPD basis, OMol25).

Output
* LUMO: 2.31 eV
* gap between HOMO and LUMO: 4.2 eV
* calculated total energy: -28442.2476 eV
* multiplicity: 1
* total charge: -1

CARTESIAN COORDINATES (ANGSTROEM)
C 0.37 0.70 0.54
O 1.42 1.62 0.35
H 0.69 -0.34 0.43
H -0.12 0.77 1.51
H -0.47 0.80 -0.15
C 3.55 2.32 -6.56
C 3.27 2.78 -5.10
O 3.33 1.58 -4.26
H 2.76 1.74 -7.04
H 4.48 1.74 -6.59
H 3.74 3.22 -7.14
H 2.27 3.18 -4.93
H 3.98 3.51 -4.74
H 2.91 1.75 -3.42
C -1.73 -5.52 -0.68
C -1.98 -6.99 -0.92
O -3.22 -7.26 -1.58
H -1.63 -5.03 -1.65
H -0.75 -5.37 -0.21
H -2.58 -5.14 -0.11
H -1.92 -7.60 -0.02
H -1.18 -7.34 -1.58
H -3.25 -8.18 -1.84
C -2.60 3.54 -4.26
C -2.47 4.62 -3.22
O -1.14 4.64 -2.79
H -2.29 2.55 -3.90
H -2.02 3.77 -5.15
H -3.61 3.40 -4.63
H -3.08 4.37 -2.35
H -2.75 5.58 -3.66
H -0.92 3.79 -2.39
C 4.99 -2.31 1.62
C 5.34 -1.59 2.94
O 6.16 -0.42 2.82
H 4.21 -3.07 1.72
H 5.87 -2.79 1.19
H 4.66 -1.60 0.87
H 5.86 -2.34 3.52
H 4.40 -1.29 3.41
H 7.06 -0.73 2.92
C 0.94 0.84 7.33
C 1.10 2.02 6.33
O 2.36 2.12 5.73
H 1.67 0.98 8.13
H 1.13 -0.12 6.85
H -0.03 0.78 7.81
H 0.87 2.96 6.84
H 0.30 1.89 5.60
H 2.98 2.38 6.42
C -5.50 0.74 0.16
C -5.92 -0.63 0.76
O -6.80 -0.41 1.86
H -4.87 0.61 -0.72
H -4.92 1.31 0.89
H -6.41 1.23 -0.18
H -5.10 -1.30 1.02
H -6.47 -1.18 0.00
H -6.94 -1.29 2.21

# C36H32AlBrFO6

C36H32AlBrFO6 as an isolated structure (the ωB97M-V functional and the def2-TZVPD basis, OMol25).

Output
* LUMO: 0.26 eV
* gap between HOMO and LUMO: 5.2 eV
* calculated total energy: -129498.3229 eV
* multiplicity: 1
* total charge: -1

CARTESIAN COORDINATES (ANGSTROEM)
F 1.88 5.19 0.03
C 2.30 4.25 -0.93
C 3.60 4.65 -1.58
C 4.26 3.43 -2.22
C 5.71 3.60 -2.76
C 6.34 4.97 -2.48
O 6.75 5.00 -1.14
Al 7.44 3.38 -0.81
C 7.00 2.76 1.04
C 5.58 2.31 1.45
C 5.41 0.80 1.56
Br 4.73 -0.07 -0.05
O 6.55 2.64 -2.18
H 1.47 4.18 -1.65
H 2.40 3.29 -0.42
H 3.41 5.43 -2.33
H 4.26 5.08 -0.83
H 3.62 3.06 -3.03
H 4.31 2.63 -1.48
H 5.69 3.45 -3.86
H 7.20 5.10 -3.16
H 5.64 5.79 -2.71
H 9.06 3.34 -1.00
H 7.28 3.61 1.67
H 7.71 1.96 1.31
H 5.32 2.70 2.45
H 4.82 2.71 0.77
H 6.36 0.30 1.75
H 4.69 0.51 2.33
C 1.00 0.34 0.52
C 1.36 0.87 1.75
C 1.08 0.18 2.92
C 0.43 -1.05 2.86
C 0.06 -1.58 1.62
C 0.35 -0.89 0.45
C -0.64 -2.89 1.53
O -0.95 -3.37 0.45
C -0.95 -3.60 2.80
C -1.64 -4.81 2.74
C -1.94 -5.49 3.91
C -1.56 -4.97 5.14
C -0.88 -3.77 5.20
C -0.57 -3.08 4.03
C 0.15 -1.77 4.13
O 0.49 -1.33 5.21
H 1.24 0.87 -0.39
H 1.88 1.82 1.80
H 1.36 0.57 3.88
H 0.07 -1.32 -0.50
H -1.92 -5.20 1.77
H -2.47 -6.43 3.86
H -1.79 -5.50 6.05
H -0.57 -3.34 6.15
C -3.48 -4.21 -3.06
C -2.73 -3.47 -2.15
C -3.31 -2.41 -1.48
C -4.64 -2.07 -1.72
C -5.39 -2.81 -2.64
C -4.80 -3.88 -3.31
C -6.81 -2.48 -2.94
O -7.47 -3.13 -3.72
C -7.40 -1.30 -2.23
C -8.71 -0.94 -2.51
C -9.28 0.15 -1.86
C -8.54 0.87 -0.93
C -7.24 0.52 -0.65
C -6.66 -0.57 -1.30
C -5.24 -0.93 -0.98
O -4.61 -0.31 -0.15
H -3.03 -5.05 -3.57
H -1.71 -3.73 -1.94
H -2.75 -1.83 -0.76
H -5.40 -4.44 -4.01
H -9.27 -1.52 -3.23
H -10.30 0.43 -2.08
H -8.99 1.72 -0.43
H -6.64 1.07 0.06

# C42H56BiF5IN6O6PS2SeTe

C42H56BiF5IN6O6PS2SeTe as an isolated structure at a distorted geometry (the ωB97M-V functional and the def2-TZVPD basis, OMol25).

Output
* LUMO: -0.65 eV
* gap between HOMO and LUMO: 7.3 eV
* calculated total energy: -196817.7364 eV
* multiplicity: 1

CARTESIAN COORDINATES (ANGSTROEM)
Bi 1.12 -0.36 -1.48
I -0.70 -3.31 0.52
C -1.38 -3.81 2.44
C -0.82 -4.98 2.87
C -1.28 -5.65 4.02
C -2.36 -5.15 4.68
C -2.96 -3.94 4.27
C -4.12 -3.50 4.95
C -4.75 -2.35 4.60
C -4.17 -1.54 3.61
C -3.02 -1.88 2.94
P -2.25 -0.52 1.97
C -2.19 0.80 3.25
C -1.89 2.10 2.83
C -1.71 3.12 3.75
C -1.77 2.85 5.11
C -2.02 1.56 5.54
C -2.23 0.54 4.62
C -3.69 -0.08 0.91
C -4.23 1.19 0.76
C -5.25 1.42 -0.16
C -5.74 0.39 -0.94
C -5.23 -0.89 -0.78
C -4.22 -1.13 0.14
C -2.43 -3.17 3.18
H -0.01 -5.42 2.30
H -0.81 -6.57 4.34
H -2.79 -5.68 5.52
H -4.50 -4.12 5.75
H -5.65 -2.03 5.10
H -4.62 -0.58 3.40
H -1.78 2.32 1.77
H -1.50 4.12 3.40
H -1.62 3.65 5.83
H -2.06 1.33 6.60
H -2.44 -0.46 4.97
H -3.87 2.01 1.35
H -5.65 2.42 -0.27
H -6.52 0.57 -1.67
H -5.61 -1.71 -1.38
H -3.83 -2.13 0.26
O -1.60 -0.66 -1.52
H -2.25 -1.31 -1.23
H -2.06 0.19 -1.63
Se 4.23 3.29 -3.37
C 3.26 1.94 -2.72
N 2.58 1.11 -2.29
C 1.11 -5.28 -1.77
N 1.65 -4.48 -2.86
C 2.74 -5.01 -3.67
C 1.16 -3.28 -3.15
O 0.22 -2.75 -2.53
H 1.03 -6.31 -2.11
H 0.13 -4.90 -1.51
H 1.76 -5.23 -0.89
H 3.08 -5.94 -3.22
H 3.58 -4.31 -3.70
H 2.40 -5.21 -4.69
H 1.62 -2.79 -4.01
C 5.00 -4.91 1.51
N 4.48 -4.02 0.49
C 5.28 -3.55 -0.51
C 4.80 -2.73 -1.46
C 3.41 -2.35 -1.35
O 2.91 -1.57 -2.24
N 2.64 -2.81 -0.37
C 3.12 -3.67 0.56
O 2.45 -4.18 1.45
H 6.09 -4.92 1.45
H 4.62 -5.93 1.37
H 4.68 -4.57 2.49
H 6.31 -3.87 -0.48
H 5.41 -2.33 -2.24
C -0.99 6.04 -4.05
C -1.80 4.95 -4.75
C -1.73 3.57 -4.10
C -0.36 2.91 -4.12
N 0.60 3.48 -3.17
C 0.64 3.26 -1.87
S -0.40 2.11 -1.11
N 1.57 3.94 -1.19
C 1.90 3.81 0.21
C 1.69 5.11 0.98
C 2.44 6.30 0.40
C 3.95 6.08 0.32
H -1.25 7.03 -4.42
H 0.09 5.92 -4.22
H -1.16 6.03 -2.97
H -1.49 4.88 -5.80
H -2.85 5.26 -4.78
H -2.41 2.89 -4.62
H -2.08 3.62 -3.07
H 0.10 3.00 -5.11
H -0.45 1.84 -3.92
H 1.30 4.10 -3.55
H 2.24 4.46 -1.75
H 2.94 3.48 0.28
H 1.28 3.01 0.62
H 2.01 4.95 2.01
H 0.61 5.33 1.00
H 2.23 7.18 1.02
H 2.05 6.54 -0.59
H 4.35 5.76 1.28
H 4.47 7.00 0.03
H 4.22 5.32 -0.42
F -0.68 -2.64 -5.02
Te -1.30 -1.19 -4.00
F -2.22 0.46 -3.62
F -2.21 -2.52 -3.00
F -0.94 -0.30 -5.64
F -2.95 -1.42 -4.89
O 0.27 -0.31 -3.50
C 2.70 1.43 2.96
S 1.70 0.43 1.87
C 1.84 -1.11 2.75
O 2.53 0.28 0.61
H 3.72 1.05 2.92
H 2.29 1.36 3.97
H 2.66 2.46 2.62
H 2.89 -1.32 2.97
H 1.44 -1.89 2.10
H 1.24 -1.04 3.66

# C28H82N14O10

A 10-piece molecular cluster, C28H82N14O10 overall at a distorted geometry (the ωB97M-V functional and the def2-TZVPD basis, OMol25).

Output
* LUMO: -0.33 eV
* gap between HOMO and LUMO: 8.1 eV
* calculated total energy: -71697.0492 eV
* multiplicity: 1
* SMILES: COC[C@H](C)N.COC[C@H](C)N.COC[C@H](C)N.COC[C@H](C)N.COC[C@H](C)N.COC[C@H](C)N.NC(N)=O.NC(N)=O.NC(N)=O.NC(N)=O

CARTESIAN COORDINATES (ANGSTROEM)
C 21.39 -1.50 -0.12
O 22.53 -1.92 -0.33
N 20.48 -2.08 0.55
N 20.91 -0.34 -0.59
H 20.65 -2.88 1.14
H 19.61 -1.58 0.45
H 19.94 -0.24 -0.86
H 21.59 0.34 -0.90
C 18.36 -1.01 4.05
O 19.08 -1.76 4.70
N 18.65 -0.56 2.95
N 17.21 -0.49 4.42
H 17.96 0.02 2.49
H 19.64 -0.62 2.78
H 16.74 0.09 3.74
H 16.73 -0.85 5.23
C 26.38 -0.94 -0.57
O 27.63 -1.05 -0.75
N 25.83 0.24 -0.48
N 25.43 -1.86 -0.56
H 24.87 0.24 -0.15
H 26.27 1.09 -0.80
H 24.43 -1.70 -0.54
H 25.67 -2.83 -0.75
C 16.73 0.07 -0.33
O 17.84 0.17 0.17
N 15.63 0.52 0.28
N 16.34 -0.70 -1.27
H 14.76 0.29 -0.19
H 15.73 1.13 1.07
H 15.37 -0.97 -1.35
H 17.08 -1.32 -1.57
C 22.05 -1.07 -3.89
C 20.82 -1.65 -4.65
C 20.59 -0.93 -5.98
O 19.87 0.29 -5.84
C 19.74 1.10 -6.97
N 21.13 -3.03 -4.97
H 22.07 -1.34 -2.83
H 21.87 0.00 -3.95
H 23.02 -1.33 -4.32
H 19.86 -1.58 -4.13
H 20.09 -1.57 -6.71
H 21.53 -0.85 -6.52
H 19.12 2.00 -6.92
H 19.12 0.56 -7.68
H 20.69 1.45 -7.37
H 20.53 -3.29 -5.73
H 22.01 -2.97 -5.47
C 21.78 -5.89 4.25
C 22.08 -4.41 4.12
C 23.22 -4.13 3.10
O 24.45 -4.66 3.39
C 25.40 -4.55 2.40
N 20.88 -3.73 3.65
H 22.70 -6.46 4.11
H 20.95 -6.23 3.62
H 21.51 -6.20 5.26
H 22.38 -3.98 5.07
H 23.21 -3.08 2.80
H 22.82 -4.61 2.20
H 25.16 -5.22 1.57
H 26.35 -4.92 2.80
H 25.55 -3.51 2.13
H 20.91 -2.72 3.69
H 20.24 -4.00 4.38
C 24.71 4.99 1.31
C 23.60 3.93 1.75
C 23.87 2.42 1.43
O 23.92 2.19 -0.01
C 23.12 2.86 -0.95
N 23.39 4.12 3.14
H 25.01 4.84 0.27
H 25.58 4.97 1.96
H 24.25 5.97 1.34
H 22.66 4.21 1.27
H 23.02 1.79 1.68
H 24.78 2.04 1.91
H 22.10 2.99 -0.60
H 23.07 2.35 -1.92
H 23.62 3.82 -1.10
H 22.66 3.49 3.44
H 22.89 4.99 3.31
C 16.10 -6.36 5.13
C 17.17 -5.34 4.93
C 17.40 -4.90 3.46
O 17.72 -6.09 2.69
C 18.77 -5.94 1.72
N 16.85 -4.25 5.83
H 15.08 -6.00 4.97
H 16.20 -6.82 6.12
H 16.22 -7.26 4.53
H 18.04 -5.79 5.41
H 18.23 -4.19 3.49
H 16.51 -4.43 3.04
H 18.56 -6.53 0.83
H 19.63 -6.47 2.12
H 18.89 -4.92 1.37
H 16.77 -4.64 6.76
H 17.72 -3.74 5.71
C 22.07 -4.95 -0.48
C 21.84 -6.40 -0.97
C 20.65 -6.68 -1.90
O 20.71 -8.03 -2.16
C 20.15 -8.84 -1.03
N 23.13 -6.78 -1.58
H 23.13 -4.73 -0.36
H 21.59 -4.70 0.47
H 21.72 -4.24 -1.23
H 21.95 -7.06 -0.11
H 20.76 -6.09 -2.81
H 19.74 -6.32 -1.41
H 20.59 -8.95 -0.03
H 19.94 -9.86 -1.37
H 19.18 -8.37 -0.87
H 23.32 -6.09 -2.29
H 22.78 -7.58 -2.10
C 20.80 3.00 -3.66
C 19.66 3.94 -3.15
C 18.33 3.13 -2.96
O 17.08 3.99 -3.08
C 16.90 4.79 -4.26
N 20.00 4.61 -1.94
H 21.71 3.54 -3.92
H 20.45 2.43 -4.52
H 20.93 2.28 -2.85
H 19.55 4.66 -3.96
H 18.36 2.57 -2.03
H 18.16 2.37 -3.72
H 17.40 4.22 -5.04
H 17.44 5.72 -4.10
H 15.88 4.99 -4.58
H 20.28 5.57 -2.12
H 19.10 4.90 -1.58

# C5H7NS2

C5H7NS2 as an isolated structure (the ωB97M-V functional and the def2-TZVPD basis, OMol25).

Output
* LUMO: 0.68 eV
* gap between HOMO and LUMO: 9.1 eV
* calculated total energy: -28457.9604 eV
* multiplicity: 1

CARTESIAN COORDINATES (ANGSTROEM)
C -0.18 0.02 0.63
C 0.20 1.47 1.06
C 1.62 0.91 0.78
C 1.12 -0.43 1.37
C 0.33 0.02 -0.83
H -1.82 -0.53 2.18
H -0.14 2.28 0.43
H 0.01 1.66 2.12
H 2.55 1.40 1.08
H 1.62 -1.34 1.01
H 1.01 -0.43 2.44
H 2.19 0.83 -1.38
N 1.53 0.62 -0.64
S -1.79 -0.72 0.85
S -0.37 -0.53 -2.19

# C19H29Cl2NO2W

C19H29Cl2NO2W as an isolated structure at a distorted geometry (the ωB97M-V functional and the def2-TZVPD basis, OMol25).

Output
* LUMO (alpha / beta): 5.04 / 5.02 eV
* gap between HOMO and LUMO (alpha / beta): 4.7 / 4.7 eV
* calculated total energy: -52626.3856 eV
* multiplicity: 3
* total charge: -2
* expectation value of S²: 2.010

CARTESIAN COORDINATES (ANGSTROEM)
C -2.92 -1.04 -0.58
C -2.28 -0.41 -1.72
C -1.97 0.92 -1.32
C -2.13 -0.92 -3.12
C -2.35 1.13 0.05
C -2.95 -0.07 0.56
C -3.34 -0.36 1.97
C -3.33 -2.39 -0.52
C -1.46 1.96 -2.26
C -2.23 2.37 0.82
W -0.87 -0.43 0.06
Cl 0.16 -3.77 -1.66
Cl 0.08 -0.29 2.21
O 0.78 2.71 3.23
H -2.00 -2.00 -3.13
H -1.31 -0.46 -3.68
H -3.03 -0.74 -3.72
H -0.48 1.74 -2.72
H -1.41 2.97 -1.82
H -2.13 2.14 -3.11
H -2.25 3.24 0.19
H -1.38 2.45 1.52
H -3.12 2.50 1.42
H -3.12 0.49 2.61
H -2.81 -1.24 2.39
H -4.42 -0.53 2.02
H -3.41 -2.98 -1.42
H -3.95 -2.70 0.31
H -1.99 -3.14 0.27
H 0.40 2.59 4.12
O -1.23 -2.72 0.85
H -0.48 -3.41 0.87
C 3.87 -2.62 1.48
N 3.38 -1.32 1.03
C 3.65 -0.29 1.76
C 2.58 -1.31 -0.24
C 2.32 0.08 -0.70
C 3.43 0.85 -1.17
C 3.33 2.22 -1.39
C 2.15 2.86 -1.03
C 1.06 2.12 -0.55
C 1.07 0.69 -0.50
H 3.51 -2.86 2.49
H 4.97 -2.63 1.54
H 3.55 -3.40 0.79
H 3.26 0.70 1.52
H 0.84 1.79 2.88
H 4.23 -0.45 2.67
H 3.18 -1.87 -0.96
H 1.66 -1.90 -0.11
H 4.40 0.35 -1.33
H 4.19 2.78 -1.76
H 2.09 3.94 -1.07
H 0.24 2.67 -0.05